A cluster of 4 separate species, C3H15NO3 in total. Source: the Open Molecules 2025 dataset; level of theory: ωB97M-V/def2-TZVPD.

Results
energy above the lowest of the compared OMol25 structures with the same formula, charge and spin	44.0	kcal/mol
gap between HOMO and LUMO	10.12	eV
SMILES	CCNC.O.O.O
net charge	0

Last column: Löwdin charge in e.
Element x y z (Å)
C 1.2781 -1.4216 0.9889  -0.08
C 1.9910 -0.2472 0.3433  -0.33
N 1.1077 0.7891 -0.1062  -0.17
C 1.8439 1.7354 -1.0256  -0.12
H 2.0228 -2.2165 0.9282  0.08
H 0.8579 -1.1140 2.0130  0.10
H 0.3325 -1.4132 0.5074  0.05
H 2.7551 0.0636 1.0397  0.11
H 2.4985 -0.6644 -0.5083  0.09
H 0.3260 0.5142 -0.7271  0.13
H 2.2070 1.1295 -1.9009  0.08
H 2.7026 2.1764 -0.4562  0.08
H 1.3192 2.6746 -1.3812  0.09
O -2.4308 0.1932 0.1756  -0.08
H -3.1396 -0.1615 0.7072  0.02
H -2.1831 1.0691 0.5511  0.02
O -4.5120 -3.3460 -1.3566  -0.04
H -3.6171 -3.4502 -1.5818  0.00
H -5.0111 -3.8312 -2.0209  0.04
O -0.4845 2.2770 1.3319  -0.12
H -0.1765 3.1965 1.6528  0.08
H 0.3125 2.0472 0.8258  -0.04

Cartesian forces, eV/Å:
C -0.466 2.273 1.736
C -0.260 -0.992 -0.098
N -0.100 2.595 -1.799
C 0.908 0.203 0.333
H -1.043 -0.587 0.385
H 1.418 -0.763 -0.869
H -0.759 -1.536 -1.161
H 0.203 0.930 0.045
H 0.671 -0.233 -0.679
H 0.482 -0.767 1.125
H -0.011 0.898 0.550
H -0.372 -0.686 -0.563
H -0.184 -1.492 0.439
O 0.612 0.843 -0.137
H -0.229 0.033 0.254
H -0.159 -0.849 -0.109
O -1.912 0.174 0.458
H 1.844 -0.195 -0.481
H 0.065 0.036 0.041
O 0.661 3.350 1.155
H -1.318 -1.992 -0.429
H -0.049 -1.242 -0.195

=====

A cluster of 4 separate species, C3H15NO3 in total. Source: the Open Molecules 2025 dataset; level of theory: ωB97M-V/def2-TZVPD.

Results
energy above the lowest of the compared OMol25 structures with the same formula, charge and spin	48.8	kcal/mol
gap between HOMO and LUMO	9.56	eV
SMILES	CN(C)C.O.O.O
net charge	0

Last column: Löwdin charge in e.
Element x y z (Å)
C -2.8569 -0.9460 -0.9581  -0.07
N -1.6282 -0.3444 -0.3681  -0.33
C -0.5340 -0.5605 -1.3321  -0.14
C -1.6178 1.0901 -0.1180  -0.12
H -3.2207 -1.7618 -0.3431  0.08
H -2.5783 -1.3449 -1.9314  0.06
H -3.4470 -0.0423 -1.2143  0.09
H 0.4617 -0.3679 -0.9691  0.05
H -0.6358 -1.6422 -1.6474  0.09
H -0.7028 -0.0960 -2.3298  0.09
H -0.6218 1.5420 -0.1556  0.08
H -2.2059 1.3064 0.7597  0.08
H -2.0575 1.6179 -0.9934  0.08
O 5.0227 2.7155 1.5614  -0.06
H 5.3046 1.8167 1.3484  0.03
H 4.2830 2.8318 0.9547  0.03
O -0.3102 -1.2976 2.3203  -0.07
H -1.1178 -1.6543 2.7030  0.03
H -0.4417 -1.4894 1.3795  0.01
O 3.0431 -0.1119 0.3116  -0.06
H 2.1815 -0.5308 0.3275  0.00
H 3.6799 -0.7305 0.6943  0.04

Cartesian forces, eV/Å:
C 1.169 2.041 -0.394
N 2.170 -0.443 -0.769
C -1.266 -2.538 -1.203
C -1.153 0.308 -1.250
H -0.682 0.414 0.133
H -0.191 -0.287 -0.056
H -0.884 -1.072 0.538
H 0.193 0.268 0.220
H 0.776 0.821 0.616
H 0.127 0.599 0.558
H 0.044 -0.581 0.888
H 0.147 0.427 0.371
H -0.391 -0.079 0.260
O -0.033 -0.301 -0.290
H 0.069 0.142 0.183
H -0.067 0.141 0.107
O -0.007 -0.342 -0.214
H 0.035 0.081 0.202
H -0.099 0.383 0.026
O 0.484 0.219 -0.109
H 0.001 -0.231 0.251
H -0.442 0.030 -0.070

=====

A cluster of 4 separate species, C3H15NO3 in total. Source: the Open Molecules 2025 dataset; level of theory: ωB97M-V/def2-TZVPD.

Results
energy above the lowest of the compared OMol25 structures with the same formula, charge and spin	35.3	kcal/mol
gap between HOMO and LUMO	9.67	eV
SMILES	CCNC.O.O.O
net charge	0

Last column: Löwdin charge in e.
Element x y z (Å)
C 0.6096 -0.5564 2.4085  -0.09
C -0.8781 -0.1936 2.5260  -0.31
N -1.5248 0.3726 1.3492  -0.15
C -2.9870 0.3500 1.5007  -0.11
H 0.9648 -0.3752 3.4310  0.07
H 1.1518 0.0762 1.7140  0.05
H 0.8187 -1.6220 2.3316  0.07
H -1.0489 0.4401 3.3911  0.10
H -1.4035 -1.1201 2.8434  0.11
H -1.3060 -0.2245 0.5600  0.08
H -3.4700 1.0322 0.8301  0.07
H -3.3355 -0.6739 1.2683  0.08
H -3.2464 0.3851 2.5546  0.07
O 0.9383 -1.8315 -0.4079  -0.06
H 0.3833 -1.0662 -0.2138  -0.01
H 0.7207 -2.0073 -1.3308  0.04
O 2.7275 0.2696 -6.1967  -0.06
H 3.1556 0.4009 -5.3470  0.03
H 1.7968 0.0898 -6.0093  0.03
O 0.5141 1.6085 -0.1661  -0.07
H 1.4061 1.9577 -0.1245  0.04
H 0.0230 1.7593 0.6490  0.01

Cartesian forces, eV/Å:
C -0.340 0.316 1.575
C -0.443 -1.438 0.311
N 0.112 0.304 0.206
C 0.603 -1.987 0.091
H 0.449 0.324 -0.256
H 0.150 -0.219 -0.082
H -0.214 0.076 -0.900
H 0.087 0.635 -0.162
H 0.067 0.041 -0.215
H 0.077 0.176 -0.063
H -0.337 0.585 0.086
H -0.154 0.228 -0.267
H -0.153 0.981 0.049
O -0.353 0.039 -0.292
H 0.336 0.161 0.114
H 0.168 -0.147 0.036
O -0.200 -0.057 -0.145
H -0.094 -0.012 0.084
H 0.293 0.072 0.064
O 0.009 -0.289 -0.727
H -0.068 0.169 0.355
H 0.004 0.042 0.141

=====

A cluster of 4 separate species, C3H15NO3 in total. Source: the Open Molecules 2025 dataset; level of theory: ωB97M-V/def2-TZVPD.

Results
energy above the lowest of the compared OMol25 structures with the same formula, charge and spin	61.9	kcal/mol
gap between HOMO and LUMO	9.75	eV
SMILES	CC(C)N.O.O.O
net charge	0

Last column: Löwdin charge in e.
Element x y z (Å)
C 0.6759 1.7580 0.8085  -0.09
C -0.0906 1.2854 -0.5131  -0.49
C -1.1582 2.1547 -1.3836  -0.08
N 0.8545 0.7274 -1.5218  -0.03
H 0.1055 2.5359 1.2690  0.04
H 1.1746 1.0439 1.5213  0.08
H 1.3650 2.5265 0.3628  0.07
H -0.8651 0.5110 -0.0644  0.13
H -1.9943 1.4254 -1.6126  0.07
H -1.5406 2.9088 -0.5953  0.08
H -0.7715 2.5535 -2.3957  0.08
H 1.4141 -0.0009 -0.9565  0.10
H 1.4257 1.5206 -1.8548  0.07
O 0.5701 -3.3414 1.6379  -0.10
H 1.0775 -4.0085 2.2227  0.09
H 1.3440 -2.7056 1.5669  0.06
O -0.1730 -2.5177 -2.1860  -0.09
H -0.3224 -1.6782 -1.7160  0.01
H 0.1016 -2.4090 -3.1285  0.05
O -1.4196 -1.3537 2.7622  -0.03
H -0.8024 -1.7634 2.2024  -0.04
H -0.9707 -1.1729 3.5747  0.02

Cartesian forces, eV/Å:
C 0.318 2.340 -2.666
C -1.832 -1.832 0.389
C 0.345 0.080 1.777
N -0.009 -1.545 2.105
H -1.122 -0.234 1.277
H -0.786 0.560 -1.151
H 0.710 -1.119 0.518
H 1.902 0.630 -1.214
H 0.968 1.034 0.167
H 0.260 -0.616 -1.920
H -0.405 -0.247 1.998
H -0.389 1.747 -1.678
H 0.008 -0.883 0.441
O 3.309 -0.308 1.563
H -1.726 1.069 -1.251
H -1.498 -0.680 -0.365
O 0.163 -0.352 -0.464
H 0.306 -0.176 -1.083
H -0.443 0.608 1.505
O -1.819 1.018 0.470
H 1.333 -1.190 -1.075
H 0.408 0.098 0.657

=====

A cluster of 4 separate species, C3H15NO3S in total. Source: the Open Molecules 2025 dataset; level of theory: ωB97M-V/def2-TZVPD.

Results
energy above the lowest of the compared OMol25 structures with the same formula, charge and spin	2.9	kcal/mol
gap between HOMO and LUMO	9.65	eV
SMILES	CNCCS.O.O.O
net charge	0

Last column: Löwdin charge in e.
Element x y z (Å)
C -0.8361 0.7647 -1.8985  -0.11
N 0.3914 0.0830 -1.4953  -0.15
C 0.5673 -0.0662 -0.0575  -0.31
C 1.3961 -1.2991 0.2519  -0.50
S 1.6483 -1.5243 2.0677  0.73
H -1.2218 1.4471 -1.1417  0.06
H -0.6508 1.3325 -2.8066  0.08
H -1.6080 0.0408 -2.1676  0.08
H 1.2110 0.4636 -1.9523  0.12
H -0.4213 -0.1346 0.3979  0.11
H 1.0694 0.8089 0.3756  0.12
H 2.3721 -1.2796 -0.2021  0.07
H 0.8826 -2.2121 -0.0299  0.05
H 2.9612 -1.2791 2.1315  -0.14
O -0.3761 1.0094 2.9213  -0.08
H -0.3295 1.3096 3.8342  0.05
H -0.0002 0.1179 2.8699  -0.04
O -2.2113 2.2601 1.0895  -0.07
H -1.6167 2.0421 1.8261  -0.01
H -2.3061 3.2173 1.1093  0.03
O -0.1969 -2.4931 -2.7318  -0.09
H -0.0594 -1.6052 -2.3278  -0.02
H -0.6653 -3.0038 -2.0638  0.02

Cartesian forces, eV/Å:
C 0.005 0.169 -0.375
N -0.149 -0.384 -0.169
C 0.457 0.343 -0.207
C -0.346 -0.331 0.955
S -0.035 -0.105 -0.183
H -0.006 0.007 0.102
H 0.059 0.119 -0.077
H -0.096 -0.033 0.221
H -0.142 0.043 0.223
H 0.032 -0.050 0.040
H -0.179 -0.011 0.132
H 0.247 0.020 -0.304
H 0.011 0.011 -0.408
H -0.036 0.158 -0.011
O -0.218 0.250 -0.024
H 0.104 -0.277 -0.011
H 0.157 0.233 0.176
O 0.058 0.139 0.087
H -0.024 -0.174 -0.171
H -0.011 -0.058 -0.010
O -0.066 0.239 0.174
H 0.181 -0.333 -0.068
H -0.003 0.024 -0.092

=====

Question: The lowest energy above the lowest of the compared OMol25 structures with the same formula, charge and spin belongs to which entry?
Answer: C3H15NO3S

=====

Question: gap between HOMO and LUMO of number 1 (C3H15NO3)?
Answer: 10.12 eV